Record 1
Formula: C3H7N3
Source: the OMol25 dataset
Level of theory: wB97M-V/def2-TZVPD

Last columns: bonded neighbours and bond lengths (Å).
Atoms and positions in Å:
1 C -0.160 0.013 -1.031  C2 1.547, N3 1.269, N6 1.349
2 C -0.009 -0.024 0.509  C1 1.547, N4 1.393, C5 1.343
3 N -1.229 -0.057 -1.711  C1 1.269, H7 1.013
4 N -1.243 -0.027 1.156  C2 1.393, H9 1.008, H10 1.008
5 C 1.092 0.137 1.261  C2 1.343, H12 1.075, H13 1.079
6 N 1.037 -0.094 -1.643  C1 1.349, H8 1.082, H11 1.008
7 H -2.095 -0.012 -1.187  N3 1.013
8 H 1.705 -0.323 -0.824  N6 1.082
9 H -2.002 0.454 0.697  N4 1.008
10 H -1.252 0.202 2.137  N4 1.008
11 H 1.039 -0.289 -2.632  N6 1.008
12 H 2.063 -0.188 0.932  C5 1.075
13 H 1.054 0.208 2.337  C5 1.079

Results
- relative energy (zero: lowest compared OMol25 entry of this formula, charge and spin) (kJ/mol) = 101.4
- spin multiplicity = 1
- highest occupied orbital energy (eV) = -8.78
- SMILES = [H]/N=C(/N)C(=C)N
- LUMO level (eV) = 0.95

Here are the Mulliken charges for atoms 1 to 5, given in e: atom 1 (C): 0.505, atom 2 (C): 0.917, atom 3 (N): -0.802, atom 4 (N): -0.525, atom 5 (C): -1.216


Record 2
Formula: C3H7N3
Source: the OMol25 dataset
Level of theory: wB97M-V/def2-TZVPD

Last columns: bonded neighbours and bond lengths (Å).
Atoms and positions in Å:
1 C -1.318 -1.096 -0.235  H5 1.233, N11 1.212, N12 1.352
2 C 0.851 1.258 0.802  C3 1.557, H7 0.976, H8 1.214, N13 1.414
3 C 1.368 0.241 -0.258  C2 1.557, H9 1.156, H10 1.286, N13 1.498
4 H -1.246 -2.513 -1.342  N11 0.968
5 H -2.249 -1.321 0.541  C1 1.233
6 H -1.792 0.785 0.226  N12 1.032
7 H 0.917 1.055 1.754  C2 0.976
8 H 1.502 2.226 0.466  C2 1.214
9 H 1.639 -0.787 0.197  C3 1.156
10 H 2.053 0.882 -1.137  C3 1.286
11 N -0.722 -1.749 -1.064  C1 1.212, H4 0.968
12 N -1.043 0.087 0.359  C1 1.352, H6 1.032, N13 1.527
13 N 0.039 0.932 -0.309  C2 1.414, C3 1.498, N12 1.527

Results
- relative energy (zero: lowest compared OMol25 entry of this formula, charge and spin) (kJ/mol) = 525.7
- spin multiplicity = 1
- highest occupied orbital energy (eV) = -8.98
- SMILES = [H]/N=C/NN1CC1
- LUMO level (eV) = 1.04

Here are the Mulliken charges for atoms 1 to 5, given in e: atom 1 (C): 0.064, atom 2 (C): -0.504, atom 3 (C): -0.329, atom 4 (H): 0.237, atom 5 (H): 0.230


Record 3
Formula: C3H7N3
Source: the OMol25 dataset
Level of theory: wB97M-V/def2-TZVPD

Last columns: bonded neighbours and bond lengths (Å).
Atoms and positions in Å:
1 C 1.465 1.152 -0.608  C2 1.558, N4 1.400, H7 1.060, H8 1.038
2 C 0.603 0.274 0.347  C1 1.558, N6 1.469, H9 1.202, H10 1.101
3 C -1.416 -1.001 -0.341  N6 1.388, H11 1.069, H12 1.117, H13 1.109
4 N 0.734 1.249 -1.798  C1 1.400, N5 1.216
5 N -0.265 0.558 -1.723  N4 1.216, N6 1.317
6 N -0.555 0.070 -0.534  C2 1.469, C3 1.388, N5 1.317
7 H 1.481 2.122 -0.180  C1 1.060
8 H 2.424 0.756 -0.647  C1 1.038
9 H 1.139 -0.774 0.593  C2 1.202
10 H 0.422 0.846 1.269  C2 1.101
11 H -2.081 -0.887 0.489  C3 1.069
12 H -2.117 -1.093 -1.205  C3 1.117
13 H -0.710 -1.826 -0.112  C3 1.109

Results
- relative energy (zero: lowest compared OMol25 entry of this formula, charge and spin) (kJ/mol) = 236.8
- spin multiplicity = 1
- highest occupied orbital energy (eV) = -8.69
- SMILES = CN1CCN=N1
- LUMO level (eV) = 0.95

Here are the Mulliken charges for atoms 1 to 5, given in e: atom 1 (C): -0.340, atom 2 (C): -0.432, atom 3 (C): -0.763, atom 4 (N): -0.478, atom 5 (N): -0.326


Record 4
Formula: C3H7N3
Source: the OMol25 dataset
Level of theory: wB97M-V/def2-TZVPD

Last columns: bonded neighbours and bond lengths (Å).
Atoms and positions in Å:
1 N 1.571 1.175 0.233  C2 1.456, H7 1.013, H8 1.012
2 C 0.909 -0.114 0.380  N1 1.456, C3 1.492, H9 1.098, H10 1.099
3 C -0.576 -0.006 0.281  C2 1.492, N4 1.288, H11 1.171
4 N -1.062 1.137 -0.060  C3 1.288, H12 1.024, H13 1.013
5 C -1.673 -2.306 -0.764  N6 1.169
6 N -2.130 -3.222 -1.329  C5 1.169
7 H 1.961 1.490 1.113  N1 1.013
8 H 2.327 1.134 -0.440  N1 1.012
9 H 1.155 -0.647 1.308  C2 1.098
10 H 1.174 -0.809 -0.429  C2 1.099
11 H -1.197 -0.991 0.166  C3 1.171
12 H -0.407 1.907 -0.220  N4 1.024
13 H -2.052 1.251 -0.240  N4 1.013

Results
- relative energy (zero: lowest compared OMol25 entry of this formula, charge and spin) (kJ/mol) = 258.7
- spin multiplicity = 1
- highest occupied orbital energy (eV) = -8.70
- LUMO level (eV) = -0.19

Here are the Mulliken charges for atoms 1 to 5, given in e: atom 1 (N): -0.605, atom 2 (C): -0.146, atom 3 (C): -0.081, atom 4 (N): -0.209, atom 5 (C): -0.295


Record 5
Formula: C3H7N3
Source: the OMol25 dataset
Level of theory: wB97M-V/def2-TZVPD

Last columns: bonded neighbours and bond lengths (Å).
Atoms and positions in Å:
1 C -0.505 0.550 -1.025  C2 1.413, H11 1.079, H12 1.079
2 C 0.168 -0.430 -0.260  C1 1.413, N3 1.417, C4 1.742, N5 1.417
3 N -0.494 -1.658 -0.013  C2 1.417, H7 1.011, H8 1.013
4 C -0.098 0.694 1.044  C2 1.742, N6 1.221
5 N 1.555 -0.616 -0.480  C2 1.417, H9 1.013, H13 1.011
6 N -0.490 1.669 1.666  C4 1.221, H10 1.015
7 H -1.495 -1.544 0.075  N3 1.011
8 H -0.134 -2.129 0.809  N3 1.013
9 H 2.016 -1.038 0.318  N5 1.013
10 H -1.024 2.434 1.266  N6 1.015
11 H -1.573 0.494 -1.160  C1 1.079
12 H 0.054 1.328 -1.521  C1 1.079
13 H 2.022 0.247 -0.720  N5 1.011

Results
- relative energy (zero: lowest compared OMol25 entry of this formula, charge and spin) (kJ/mol) = 344.1
- spin multiplicity = 1
- highest occupied orbital energy (alpha / beta) (eV) = -7.22 / -7.22
- LUMO level (alpha / beta) (eV) = 0.81 / 0.81

Here are the Mulliken charges for atoms 1 to 5, given in e: atom 1 (C): -1.393, atom 2 (C): 0.954, atom 3 (N): -0.495, atom 4 (C): 0.044, atom 5 (N): -0.495


Record 6
Formula: C3H7N3O
Source: the OMol25 dataset
Level of theory: wB97M-V/def2-TZVPD

Last columns: bonded neighbours and bond lengths (Å).
Atoms and positions in Å:
1 C 1.255 1.282 -0.425  N2 1.445, H8 1.094, H9 1.093, H10 1.101
2 N 1.225 -0.124 -0.095  C1 1.445, C3 1.274
3 C 0.151 -0.783 0.088  N2 1.274, N4 1.376, C5 1.541
4 N 0.201 -2.139 0.318  C3 1.376, H11 1.010, H12 1.009
5 C -1.306 -0.291 0.189  C3 1.541, O6 1.219, N7 1.371
6 O -2.166 -1.060 0.582  C5 1.219
7 N -1.570 1.041 0.005  C5 1.371, H13 1.007, H14 1.009
8 H 2.260 1.675 -0.243  C1 1.094
9 H 0.552 1.881 0.161  C1 1.093
10 H 1.041 1.420 -1.496  C1 1.101
11 H -0.608 -2.528 0.781  N4 1.010
12 H 1.104 -2.473 0.621  N4 1.009
13 H -1.173 1.548 -0.769  N7 1.007
14 H -2.513 1.301 0.250  N7 1.009

Results
- relative energy (zero: lowest compared OMol25 entry of this formula, charge and spin) (kJ/mol) = 59.8
- spin multiplicity = 1
- highest occupied orbital energy (eV) = -9.11
- SMILES = C/N=C(/N)C(N)=O
- LUMO level (eV) = 0.80

Here are the Mulliken charges for atoms 1 to 5, given in e: atom 1 (C): -0.954, atom 2 (N): -0.573, atom 3 (C): 0.391, atom 4 (N): -0.463, atom 5 (C): 0.661


Record 7
Formula: C3H7N3O
Source: the OMol25 dataset
Level of theory: wB97M-V/def2-TZVPD

Last columns: bonded neighbours and bond lengths (Å).
Atoms and positions in Å:
1 C 0.250 0.839 0.114  N11 1.259, N12 1.405, N13 1.413
2 C -0.204 -1.385 -0.136  C3 1.674, H6 1.153, H7 1.124, N12 1.420
3 C -1.594 -0.538 0.259  C2 1.674, H8 1.113, H9 1.094, N13 1.352
4 H 2.618 2.440 -0.777  O14 1.066
5 H 1.571 -0.607 -0.803  N12 0.999
6 H 0.059 -1.840 0.890  C2 1.153
7 H -0.253 -2.179 -0.930  C2 1.124
8 H -2.055 -1.180 1.043  C3 1.113
9 H -2.017 -0.553 -0.749  C3 1.094
10 H -1.221 1.437 1.330  N13 1.068
11 N 1.081 1.774 0.248  C1 1.259, O14 1.391
12 N 0.642 -0.328 -0.563  C1 1.405, C2 1.420, H5 0.999
13 N -1.031 0.621 0.668  C1 1.413, C3 1.352, H10 1.068
14 O 2.154 1.499 -0.593  H4 1.066, N11 1.391

Results
- relative energy (zero: lowest compared OMol25 entry of this formula, charge and spin) (kJ/mol) = 378.6
- spin multiplicity = 1
- highest occupied orbital energy (eV) = -8.07
- SMILES = ON=C1NCCN1
- LUMO level (eV) = 0.99

Here are the Mulliken charges for atoms 1 to 5, given in e: atom 1 (C): 0.425, atom 2 (C): -0.564, atom 3 (C): -0.505, atom 4 (H): 0.346, atom 5 (H): 0.255


Record 8
Formula: C3H7N3O
Source: the OMol25 dataset
Level of theory: wB97M-V/def2-TZVPD

Last columns: bonded neighbours and bond lengths (Å).
Atoms and positions in Å:
1 C 0.599 -1.198 0.132  C2 1.522, H5 1.092, H6 1.080, N11 1.464
2 C 1.502 -0.001 -0.127  C1 1.522, H7 1.087, H8 1.093, N12 1.461
3 C -0.709 0.693 -0.102  N11 1.393, N12 1.390, N13 1.277
4 H -2.447 -0.657 0.135  O14 0.983
5 H 0.488 -1.407 1.198  C1 1.092
6 H 0.915 -2.090 -0.390  C1 1.080
7 H 2.350 0.018 0.553  C2 1.087
8 H 1.873 0.012 -1.155  C2 1.093
9 H 0.883 2.020 -0.213  N12 1.021
10 H -1.756 2.269 0.210  N13 1.019
11 N -0.660 -0.668 -0.394  C1 1.464, C3 1.393, O14 1.405
12 N 0.593 1.109 0.149  C2 1.461, C3 1.390, H9 1.021
13 N -1.840 1.283 -0.031  C3 1.277, H10 1.019
14 O -1.791 -1.382 0.034  H4 0.983, N11 1.405

Results
- relative energy (zero: lowest compared OMol25 entry of this formula, charge and spin) (kJ/mol) = 211.1
- spin multiplicity = 1
- highest occupied orbital energy (eV) = -8.76
- SMILES = [H]/N=C1\NCCN1O
- LUMO level (eV) = 0.85

Here are the Mulliken charges for atoms 1 to 5, given in e: atom 1 (C): -0.513, atom 2 (C): -0.433, atom 3 (C): 0.404, atom 4 (H): 0.360, atom 5 (H): 0.329


Please write out number 3 again, unchanged.
Formula: C3H7N3
Source: the OMol25 dataset
Level of theory: wB97M-V/def2-TZVPD

Last columns: bonded neighbours and bond lengths (Å).
Atoms and positions in Å:
1 C 1.465 1.152 -0.608  C2 1.558, N4 1.400, H7 1.060, H8 1.038
2 C 0.603 0.274 0.347  C1 1.558, N6 1.469, H9 1.202, H10 1.101
3 C -1.416 -1.001 -0.341  N6 1.388, H11 1.069, H12 1.117, H13 1.109
4 N 0.734 1.249 -1.798  C1 1.400, N5 1.216
5 N -0.265 0.558 -1.723  N4 1.216, N6 1.317
6 N -0.555 0.070 -0.534  C2 1.469, C3 1.388, N5 1.317
7 H 1.481 2.122 -0.180  C1 1.060
8 H 2.424 0.756 -0.647  C1 1.038
9 H 1.139 -0.774 0.593  C2 1.202
10 H 0.422 0.846 1.269  C2 1.101
11 H -2.081 -0.887 0.489  C3 1.069
12 H -2.117 -1.093 -1.205  C3 1.117
13 H -0.710 -1.826 -0.112  C3 1.109

Results
- relative energy (zero: lowest compared OMol25 entry of this formula, charge and spin) (kJ/mol) = 236.8
- spin multiplicity = 1
- highest occupied orbital energy (eV) = -8.69
- SMILES = CN1CCN=N1
- LUMO level (eV) = 0.95

Here are the Mulliken charges for atoms 1 to 5, given in e: atom 1 (C): -0.340, atom 2 (C): -0.432, atom 3 (C): -0.763, atom 4 (N): -0.478, atom 5 (N): -0.326